A 8-piece molecular cluster, C30H56Cl2O14S5 overall. Source: the OMol25 dataset; level of theory: the ωB97M-V functional and the def2-TZVPD basis.

Structure (XYZ):
```
107
Properties=species:S:1:pos:R:3
C -2.979 -9.911 -5.312
C -4.133 -9.826 -4.280
C -4.182 -8.384 -3.801
S -2.453 -7.836 -3.727
O -1.822 -8.045 -2.461
O -2.443 -6.525 -4.337
C -1.780 -9.006 -4.970
H -3.345 -9.484 -6.246
H -2.602 -10.918 -5.488
H -3.736 -10.439 -3.471
H -5.039 -10.248 -4.715
H -4.722 -8.351 -2.854
H -4.711 -7.760 -4.522
H -1.028 -9.463 -4.327
H -1.376 -8.299 -5.695
C 0.340 -2.139 -2.318
C 1.045 -0.789 -2.080
C 0.116 0.090 -1.084
S -0.386 -1.233 0.215
O -1.687 -0.849 0.678
O 0.768 -1.473 1.036
C -0.496 -2.612 -1.109
H 1.030 -2.904 -2.674
H -0.419 -2.000 -3.088
H 1.157 -0.425 -3.102
H 2.036 -1.003 -1.680
H -0.846 0.554 -1.304
H 0.709 0.763 -0.465
H -1.521 -2.867 -1.381
H -0.168 -3.448 -0.491
C 4.672 6.501 -0.814
C 4.002 5.091 -0.797
C 3.505 4.773 -2.210
S 4.396 6.031 -3.348
O 3.414 6.990 -3.938
O 5.184 5.284 -4.330
C 5.520 6.586 -2.044
H 5.168 6.565 0.154
H 4.024 7.374 -0.895
H 3.346 5.005 0.070
H 4.787 4.368 -0.578
H 2.528 5.225 -2.379
H 3.586 3.751 -2.582
H 5.888 7.511 -2.488
H 6.236 5.773 -1.921
C -0.239 -6.091 4.701
C 0.582 -4.801 4.790
C -0.377 -3.896 5.593
S -1.210 -4.931 6.857
O -2.568 -4.469 7.161
O -0.208 -5.114 7.925
C -1.216 -6.341 5.837
H 0.450 -6.936 4.711
H -0.796 -6.281 3.784
H 0.839 -4.359 3.828
H 1.494 -4.870 5.383
H -1.202 -3.532 4.980
H -0.012 -3.061 6.191
H -2.239 -6.483 5.488
H -1.021 -7.213 6.461
C 4.096 -0.145 5.955
C 5.165 -0.508 4.862
C 4.600 0.241 3.674
S 3.771 1.854 4.089
O 2.525 1.876 3.371
O 4.865 2.852 3.994
C 3.686 1.356 5.831
H 4.373 -0.394 6.979
H 3.211 -0.739 5.725
H 5.268 -1.578 4.681
H 6.143 -0.077 5.079
H 3.963 -0.451 3.123
H 5.296 0.400 2.850
H 2.682 1.649 6.140
H 4.469 1.876 6.383
O -4.142 5.583 1.088
C -3.075 5.623 0.517
O -1.985 5.013 1.034
C -0.776 5.434 0.319
C -1.305 6.464 -0.582
C -2.739 6.181 -0.821
H -0.439 4.542 -0.208
H 0.028 5.959 0.836
H -0.881 6.456 -1.586
H -1.019 7.392 -0.087
H -3.034 5.479 -1.600
H -3.238 7.144 -0.931
O -1.437 4.100 -4.697
C -1.730 4.150 -5.843
O -0.885 3.739 -6.839
C -1.346 4.023 -8.130
C -2.852 4.018 -7.828
C -2.916 4.708 -6.495
H -1.332 3.388 -9.016
H -1.200 5.084 -8.335
H -3.377 3.066 -7.762
H -3.345 4.622 -8.590
H -3.831 4.403 -5.987
H -3.018 5.773 -6.703
Cl -3.619 3.814 6.355
C -2.971 2.475 5.416
C -3.921 1.302 5.543
Cl -4.099 0.896 7.259
H -1.936 2.333 5.727
H -2.931 2.920 4.422
H -3.726 0.381 4.994
H -4.895 1.702 5.260
```

2S+1 = 1
Kohn-Sham gap = 10.16 eV
Structure (SMILES) = O=S1(=O)CCCC1.O=S1(=O)CCCC1.O=S1(=O)CCCC1.O=S1(=O)CCCC1.O=S1(=O)CCCC1.O=C1CCCO1.O=C1CCCO1.ClCCCl
Relative energy (zero: lowest compared OMol25 entry of this formula, charge and spin) = 3.681 eV
Energy = -5141.1380 a.u.
Strongest force on any atom = 4.8 eV/A
HOMO = -9.9 eV

Mulliken atomic charge list, values in e, 5 entries: C -0.7213; C -0.6024; C -0.6362; S 1.1265; O -0.6405

---

C30H56F3INO15P3S2 as an isolated structure. Source: the OMol25 dataset; level of theory: the ωB97M-V functional and the def2-TZVPD basis.

Structure (XYZ):
```
111
Properties=species:S:1:pos:R:3
C -2.531 8.383 2.759
C -3.043 7.414 3.301
C -3.574 6.037 3.866
C -4.154 5.048 2.756
C -5.653 5.654 2.593
O -3.597 5.396 1.472
S -2.086 4.978 1.091
O -1.028 5.960 1.437
O -1.862 4.764 -0.363
C -1.682 3.422 2.081
C -0.982 4.051 3.362
C -0.340 4.574 4.257
C -0.472 2.600 1.439
O 0.833 3.069 1.914
C 1.832 2.181 1.552
F 1.987 1.227 2.548
F 1.702 1.644 0.285
F 3.029 2.920 1.539
C -3.008 2.595 2.384
C -2.746 1.161 3.111
C -1.773 1.044 4.321
C -2.518 0.131 5.443
O -0.533 0.303 4.086
P -3.686 1.863 0.719
O -4.515 0.393 1.007
O -2.402 1.219 -0.216
S -4.555 3.047 -0.515
C -4.160 3.473 3.157
I -6.213 2.671 2.586
C -4.389 3.158 4.693
C -3.398 3.471 5.855
C -3.950 4.657 6.830
N -2.809 5.463 7.336
H -1.974 9.315 2.519
H -4.418 6.349 4.569
H -2.754 5.655 4.524
H -6.298 5.474 3.494
H -5.513 6.793 2.574
H -6.107 5.430 1.591
H 0.153 4.956 5.190
H -0.552 1.484 1.568
H -0.447 2.779 0.312
H -2.371 0.401 2.336
H -3.762 0.737 3.407
H -1.447 1.951 4.888
H -3.622 0.348 5.516
H -2.068 0.427 6.450
H -2.299 -0.967 5.311
H -0.455 0.050 3.148
H -5.196 0.384 0.296
H -2.670 1.209 -1.156
H -5.354 3.709 4.976
H -4.698 2.064 4.794
H -3.354 2.568 6.557
H -2.330 3.733 5.647
H -4.775 5.261 6.356
H -4.412 4.166 7.753
H -2.385 6.024 6.590
H -2.085 4.812 7.678
O -0.571 -2.795 1.034
P -0.179 -4.017 0.214
O 1.328 -4.213 0.869
C 1.394 -4.878 2.129
C 1.000 -6.343 2.025
O 0.135 -3.130 -1.153
C -0.325 -1.785 -1.287
C 0.666 -0.794 -0.697
O 0.060 -5.436 -0.685
C 0.812 -5.455 -1.907
C 2.239 -4.939 -1.829
H 0.754 -4.360 2.851
H 2.424 -4.800 2.482
H -0.051 -6.450 1.745
H 1.146 -6.850 2.983
H 1.595 -6.850 1.264
H -1.319 -1.672 -0.849
H -0.441 -1.583 -2.355
H 1.020 -1.082 0.293
H 0.218 0.198 -0.632
H 1.554 -0.732 -1.333
H 0.247 -4.929 -2.680
H 0.847 -6.502 -2.217
H 2.312 -3.897 -1.513
H 2.714 -5.003 -2.812
H 2.821 -5.528 -1.118
O 3.541 -5.326 -7.347
P 4.500 -4.355 -8.021
O 5.748 -4.541 -6.948
C 6.578 -5.687 -7.128
C 7.392 -5.610 -8.411
O 3.720 -3.013 -7.435
C 2.402 -3.095 -6.892
C 2.429 -3.435 -5.409
O 5.492 -3.340 -8.951
C 5.693 -1.957 -8.632
C 6.227 -1.655 -7.241
H 5.961 -6.591 -7.120
H 7.251 -5.736 -6.270
H 6.744 -5.634 -9.291
H 8.083 -6.453 -8.479
H 7.963 -4.681 -8.451
H 1.794 -3.802 -7.458
H 1.932 -2.117 -7.025
H 3.095 -4.266 -5.175
H 1.425 -3.683 -5.055
H 2.796 -2.579 -4.836
H 4.767 -1.409 -8.822
H 6.419 -1.587 -9.360
H 5.575 -1.999 -6.437
H 6.344 -0.576 -7.112
H 7.196 -2.135 -7.091
```

2S+1 = 1
Kohn-Sham gap = 7.19 eV
Relative energy (zero: lowest compared OMol25 entry of this formula, charge and spin) = 4.433 eV
Energy = -4777.4373 a.u.
Strongest force on any atom = 8.7 eV/A
HOMO = -8.7 eV

Mulliken atomic charge list, values in e, 5 entries: C -0.1246; C -1.2656; C 1.1794; C 2.0964; C -1.8298

---

A 6-piece molecular cluster, C30H56FN5O3S overall. Source: the OMol25 dataset; level of theory: the ωB97M-V functional and the def2-TZVPD basis.

Structure (XYZ):
```
96
Properties=species:S:1:pos:R:3
C 2.616 3.224 -3.167
C 2.087 2.316 -4.278
C 0.642 1.868 -4.039
C 0.526 0.408 -3.619
C -0.545 0.133 -2.590
C -1.975 -0.043 -3.104
C -2.331 0.607 -4.412
C -3.732 0.229 -4.886
C -4.703 1.371 -5.031
C -5.058 2.095 -3.753
O -5.206 3.537 -3.968
S -3.841 4.287 -4.268
O -4.082 5.023 -5.440
O -4.086 5.514 -3.121
F -3.500 4.968 -1.977
H 3.659 3.035 -2.984
H 2.468 4.251 -3.445
H 2.070 3.055 -2.261
H 2.706 1.441 -4.363
H 2.095 2.874 -5.191
H 0.102 1.995 -4.960
H 0.140 2.487 -3.312
H 1.468 0.143 -3.165
H 0.433 -0.254 -4.458
H -0.282 -0.802 -2.122
H -0.500 0.862 -1.801
H -2.592 0.377 -2.328
H -2.256 -1.080 -3.159
H -1.634 0.325 -5.177
H -2.270 1.680 -4.353
H -3.666 -0.204 -5.867
H -4.135 -0.536 -4.248
H -4.356 2.068 -5.774
H -5.608 0.950 -5.432
H -4.338 1.928 -2.978
H -6.017 1.785 -3.406
C 0.493 -3.004 1.311
C 1.745 -2.241 1.736
C 2.055 -1.060 0.810
C 2.358 -1.536 -0.536
N 2.577 -1.933 -1.591
H 0.618 -3.439 0.317
H 0.283 -3.816 2.006
H -0.378 -2.348 1.291
H 2.599 -2.921 1.756
H 1.617 -1.862 2.751
H 2.909 -0.491 1.182
H 1.210 -0.371 0.768
C 7.917 -1.183 -2.315
C 7.222 -2.139 -1.351
C 5.748 -1.787 -1.124
C 5.578 -0.494 -0.467
N 5.462 0.523 0.054
H 7.934 -0.167 -1.921
H 8.948 -1.492 -2.484
H 7.409 -1.165 -3.280
H 7.751 -2.146 -0.396
H 7.270 -3.153 -1.748
H 5.277 -2.551 -0.504
H 5.204 -1.779 -2.068
C -2.930 1.615 2.687
C -2.198 2.108 1.445
C -3.140 2.475 0.290
C -3.868 1.331 -0.252
N -4.364 0.431 -0.766
H -3.478 0.693 2.487
H -2.219 1.413 3.486
H -3.642 2.362 3.045
H -1.487 1.349 1.116
H -1.614 2.993 1.695
H -2.555 2.908 -0.523
H -3.854 3.237 0.605
C -1.867 -6.997 4.281
C -0.421 -6.534 4.138
C -0.036 -5.457 5.159
C -0.794 -4.223 4.969
N -1.387 -3.257 4.791
H -2.565 -6.179 4.096
H -2.087 -7.789 3.568
H -2.056 -7.385 5.283
H -0.254 -6.157 3.128
H 0.249 -7.384 4.273
H 1.026 -5.225 5.075
H -0.202 -5.822 6.173
C -0.869 1.872 6.938
C 0.551 2.414 6.849
C 0.746 3.347 5.650
C 0.591 2.659 4.370
N 0.490 2.119 3.362
H -1.112 1.262 6.071
H -0.985 1.248 7.823
H -1.594 2.687 7.003
H 1.262 1.589 6.791
H 0.785 2.974 7.756
H 1.741 3.793 5.676
H 0.030 4.169 5.699
```

2S+1 = 1
Kohn-Sham gap = 10.82 eV
Energy = -2174.0417 a.u.
Strongest force on any atom = 2.6 eV/A
HOMO = -10.3 eV

Mulliken atomic charge list, values in e, 5 entries: C -1.2837; C -0.6159; C -0.5051; C -0.8331; C -0.5306

---

Which formula does entry 1 have?
C30H56Cl2O14S5